DFT (ωB97M-V with the def2-TZVPD basis set) results for a cluster of 2 separate species, C4H11NO in total.

Positions of all 17 atoms, in Å:
C1 -1.22 0.15 1.63
C2 -0.89 -0.42 0.29
C3 -0.69 0.60 -0.67
N1 -0.16 1.95 -0.30
C4 -1.00 -1.86 -0.15
H1 -1.85 -0.38 2.40
H2 -0.31 0.24 2.20
H3 -1.69 1.16 1.59
H4 -0.78 0.44 -1.77
H5 0.55 2.24 -0.88
H6 0.15 1.81 0.70
H7 -1.57 -2.40 0.66
H8 -1.57 -2.02 -1.08
H9 -0.01 -2.29 -0.49
H10 2.99 -0.10 -1.34
H11 4.40 0.38 -1.07
O1 3.64 0.49 -1.71

Output
DFT total energy	-7862.1692	eV
net charge	0
HOMO-LUMO gap	8.4	eV
energy relative to the best compared isomer or geometry (same formula, charge and spin)	230.1	kJ/mol
structure (SMILES)	CC(C)=CN.O